Entry 1:
DFT (wB97M-V/def2-TZVPD) results for the ion C2H4ClN2 with charge +1 at a distorted geometry.

Each line ends with the Löwdin charge.
Atoms and positions in Å:
C  1.26766  -0.90923  0.83778  -0.06
N  0.26599  -0.48314  0.01945  0.14
C  -0.56649  0.23905  -0.41250  -0.10
N  -1.38989  0.94445  -1.04043  -0.24
Cl  -3.04899  1.70557  -0.70784  0.68
H  1.15573  -0.28971  1.75538  0.12
H  1.45555  -1.99387  1.19648  0.15
H  2.21639  -0.41752  0.42127  0.15
H  -1.35595  1.20441  -2.06960  0.15

The LUMO energy comes out at -6.63 eV. The calculation puts the largest force on an atom at 0.107 hartree/bohr. The multiplicity is 1. As for the total charge: +1. The HOMO energy is -15.67 eV. As for the SMILES: CN=C=[NH+]Cl.



Entry 2:
DFT (wB97M-V/def2-TZVPD) results for a cluster of 2 separate species, C2H4ClN2O in total at a distorted geometry.

Each line ends with the Löwdin charge.
Atoms and positions in Å:
C  2.44354  -0.64951  -0.16987  -0.57
C  -1.04843  0.23071  0.36014  -0.01
N  0.63278  1.63521  0.01177  -0.05
N  1.72363  -1.51245  -0.41279  0.32
O  -0.57083  1.18814  -0.31190  -0.15
Cl  3.36584  0.61480  0.10515  1.01
H  -2.07077  -0.05506  0.08471  0.11
H  -0.45250  -0.06363  1.29945  0.13
H  1.06948  2.27168  -0.70632  0.07
H  0.77961  -1.80023  -0.55744  0.14

The LUMO energy (alpha / beta) comes out at -5.40 / -5.36 eV. The calculation puts the largest force on an atom at 0.041 hartree/bohr. The multiplicity is 1. As for the total charge: +1. The HOMO energy (alpha / beta) is -13.04 / -12.48 eV.



Entry 3:
DFT (wB97M-V/def2-TZVPD) results for an isolated molecule of C2H4ClN2P at a distorted geometry.

Each line ends with the Löwdin charge.
Atoms and positions in Å:
Cl  2.60416  -0.96847  0.32437  0.13
P  1.58118  0.51346  -0.63882  0.38
N  0.93571  1.33399  0.69638  -0.24
C  -0.46982  0.73684  0.91012  -0.08
C  -0.89040  -0.24828  -0.07783  -0.33
N  0.18298  -0.44594  -1.04396  -0.31
H  -0.98824  0.91197  1.82339  0.08
H  -0.85073  -1.13596  0.54569  0.10
H  -2.03467  -0.22920  -0.49275  0.18
H  -0.07018  -0.46840  -2.04661  0.08

The LUMO energy (alpha / beta) comes out at -0.52 / -0.52 eV. The calculation puts the largest force on an atom at 0.164 hartree/bohr. The multiplicity is 1. As for the total charge: 0. The HOMO energy (alpha / beta) is -8.90 / -8.90 eV. As for the SMILES: ClP1N=CCN1.



Entry 4:
DFT (wB97M-V/def2-TZVPD) results for an isolated molecule of C2H4ClN2P at a distorted geometry.

Each line ends with the Löwdin spin population.
Atoms and positions in Å:
C  0.17279  1.04984  0.27648  0.12
C  -0.25795  -0.13348  0.95935  0.66
N  -0.00892  1.10792  -1.16334  0.20
N  -0.32305  -1.44276  -0.99902  0.66
P  -0.08498  -0.17072  -2.00897  0.06
Cl  0.52584  -2.87757  -0.98609  0.19
H  -0.31478  2.00157  0.46455  0.03
H  1.16142  1.35025  0.56715  0.01
H  0.33376  -0.59484  1.70558  0.04
H  -1.20413  -0.29022  1.18431  0.04

The LUMO energy (alpha / beta) comes out at -0.07 / -2.61 eV. The calculation puts the largest force on an atom at 0.090 hartree/bohr. The multiplicity is 3. As for the total charge: 0. The HOMO energy (alpha / beta) is -7.48 / -9.50 eV.



Entry 5:
DFT (wB97M-V/def2-TZVPD) results for a structure of composition C2H4ClN3O2 at a distorted geometry.

Each line ends with the Löwdin charge.
Atoms and positions in Å:
C  0.34669  0.55808  0.28600  -0.07
C  -0.00050  -0.92294  0.50338  -0.68
N  0.51107  -0.05351  -1.46099  0.07
N  0.06076  -1.31413  -0.87458  -0.12
N  -0.70955  1.54257  0.43502  -0.41
O  -1.25980  1.54535  1.50955  0.11
O  -0.95374  2.25561  -0.50507  0.11
Cl  1.20602  -1.73465  1.57163  0.60
H  1.32991  0.87712  0.60008  0.13
H  -0.98434  -1.08611  0.95802  0.10
H  -0.28451  0.37644  -1.93619  0.06
H  0.73799  -2.04383  -1.08684  0.10

The LUMO energy comes out at -0.45 eV. The calculation puts the largest force on an atom at 0.103 hartree/bohr. The multiplicity is 1. As for the total charge: 0. The HOMO energy is -9.68 eV.



Entry 6:
DFT (wB97M-V/def2-TZVPD) results for a structure of composition C2H4ClNO2 at a distorted geometry.

Each line ends with the Löwdin charge.
Atoms and positions in Å:
C  -1.21032  0.14792  0.45615  -0.10
C  0.13892  -0.61991  0.26587  -0.57
N  1.32612  0.62812  -0.63890  -0.38
O  0.66484  1.07202  -1.52986  0.02
O  2.50725  0.58058  -0.41985  0.06
Cl  0.15300  -1.84506  -0.96444  0.67
H  -1.91276  -0.53662  0.12155  0.03
H  -1.04600  1.10201  -0.06817  0.08
H  -1.38223  0.26972  1.54053  0.08
H  0.76117  -0.79877  1.23713  0.12

The LUMO energy comes out at 0.20 eV. The calculation puts the largest force on an atom at 0.085 hartree/bohr. The multiplicity is 1. As for the total charge: 0. The HOMO energy is -9.74 eV.



Entry 7:
DFT (wB97M-V/def2-TZVPD) results for an isolated molecule of C2H4ClNO2 at a distorted geometry.

Each line ends with the Löwdin charge.
Atoms and positions in Å:
N  0.28959  -0.33084  0.27796  -0.01
C  -1.00949  -0.18033  -0.36314  -0.71
Cl  -2.23278  -1.34697  0.12246  0.67
C  -1.47891  1.19472  -0.05361  -0.59
O  -2.61527  1.55940  -0.14700  0.10
O  -0.53060  2.09617  0.30470  0.11
H  0.93365  -1.16041  -0.01116  0.15
H  0.11216  -0.24224  1.20880  0.04
H  -0.80705  -0.13384  -1.48180  0.16
H  0.28045  1.63584  0.49039  0.07

The LUMO energy comes out at 0.46 eV. The calculation puts the largest force on an atom at 0.087 hartree/bohr. The multiplicity is 1. As for the total charge: 0. The HOMO energy is -10.47 eV. As for the SMILES: N[C@@H](Cl)C(=O)O.



Entry 8:
DFT (wB97M-V/def2-TZVPD) results for an isolated molecule of C2H4ClNS.

Each line ends with the Löwdin charge.
Atoms and positions in Å:
C  0.61772  0.33221  1.25772  -0.39
S  1.42999  0.03764  -0.33786  0.86
C  0.00540  -0.28153  -1.24639  -0.65
N  -1.08347  -0.19918  -0.61323  -0.53
Cl  -2.54863  -0.52380  -1.43783  0.54
H  -0.12921  1.10598  1.13037  0.03
H  0.16406  -0.59010  1.59833  0.04
H  1.40007  0.65232  1.94068  0.03
H  0.14408  -0.53354  -2.29178  0.07

The LUMO energy comes out at 0.74 eV. The calculation puts the largest force on an atom at 0.015 hartree/bohr. The multiplicity is 1. As for the total charge: 0. The HOMO energy is -9.11 eV. As for the SMILES: CS/C=N/Cl.



Entry 9:
DFT (wB97M-V/def2-TZVPD) results for a cluster of 2 separate species, C2H4ClOP in total at a distorted geometry.

Each line ends with the Löwdin charge.
Atoms and positions in Å:
C  0.72054  -0.65970  0.34331  -0.39
C  0.46998  0.50352  -0.51640  -0.37
O  2.13605  -0.39198  0.51511  -0.46
P  2.10344  0.96584  -0.45198  0.96
Cl  -3.52442  0.46173  -0.15123  0.28
H  0.23836  -0.74415  1.36386  0.13
H  0.50093  -1.69230  -0.01474  0.12
H  -0.41974  0.95145  -0.93713  0.01
H  -2.22512  0.60558  -0.15078  -0.29

The LUMO energy comes out at 0.09 eV. The calculation puts the largest force on an atom at 0.043 hartree/bohr. The multiplicity is 1. As for the total charge: 0. The HOMO energy is -9.21 eV.



Entry 10:
DFT (wB97M-V/def2-TZVPD) results for a structure of composition C2H4ClOP at a distorted geometry.

Each line ends with the Löwdin charge.
Atoms and positions in Å:
C  1.41772  0.10895  -0.17557  -0.70
C  -1.19315  0.38887  0.33904  -0.65
O  2.33377  0.68000  0.26278  0.00
P  0.54273  -1.27962  0.64585  0.90
Cl  -2.76225  -0.17553  -0.17852  0.51
H  1.20488  0.25106  -1.28713  0.09
H  -0.55457  0.92581  -0.32962  -0.03
H  -1.18179  0.84722  1.31204  0.01
H  0.19267  -1.74675  -0.58887  -0.13

The LUMO energy comes out at -0.59 eV. The calculation puts the largest force on an atom at 0.072 hartree/bohr. The multiplicity is 1. As for the total charge: 0. The HOMO energy is -9.46 eV.